The following is a quantum chemistry calculation of a molecular structure, C39H35ClN2Si2Y at a distorted geometry, from OMol25.

Atoms and positions in Å:
1 C -1.170 -0.769 1.338
2 C -1.794 -0.091 0.244
3 C -1.674 -0.925 -0.913
4 H -2.331 0.857 0.296
5 C -0.956 -2.102 -0.536
6 C -0.643 -2.005 0.853
7 H -0.138 -2.764 1.450
8 H -1.148 -0.427 2.373
9 H -2.124 -0.744 -1.890
10 H -0.745 -2.951 -1.186
11 Y 0.650 -0.163 -0.288
12 Si -0.035 0.134 -7.414
13 C 0.463 1.685 -8.348
14 C 1.805 1.936 -8.689
15 H 2.582 1.211 -8.431
16 C 2.150 3.124 -9.346
17 H 3.193 3.313 -9.610
18 C 1.163 4.062 -9.667
19 H 1.431 4.980 -10.196
20 C -0.167 3.827 -9.300
21 H -0.938 4.564 -9.533
22 C -0.514 2.648 -8.634
23 H -1.548 2.471 -8.324
24 C 0.757 -1.329 -8.265
25 C 0.427 -1.554 -9.614
26 H -0.261 -0.876 -10.125
27 C 0.979 -2.639 -10.305
28 H 0.710 -2.808 -11.348
29 C 1.870 -3.504 -9.659
30 H 2.293 -4.355 -10.194
31 C 2.216 -3.276 -8.323
32 H 2.912 -3.946 -7.814
33 C 1.668 -2.192 -7.629
34 H 1.958 -2.011 -6.589
35 H -1.510 -0.015 -7.455
36 Si 0.886 0.427 -5.248
37 C -0.009 -1.126 -4.605
38 C -1.387 -1.330 -4.816
39 H -2.024 -0.521 -5.190
40 C -1.957 -2.594 -4.617
41 H -3.018 -2.746 -4.825
42 C -1.167 -3.651 -4.163
43 H -1.602 -4.645 -4.038
44 C 0.174 -3.423 -3.839
45 H 0.787 -4.236 -3.445
46 C 0.742 -2.159 -4.025
47 H 1.778 -1.968 -3.732
48 C -0.132 1.888 -4.674
49 C -1.261 1.750 -3.853
50 H -1.437 0.818 -3.307
51 C -2.190 2.791 -3.766
52 H -3.113 2.642 -3.200
53 C -1.937 4.008 -4.408
54 H -2.671 4.814 -4.358
55 C -0.726 4.203 -5.082
56 H -0.497 5.167 -5.541
57 C 0.195 3.159 -5.180
58 H 1.147 3.309 -5.697
59 H 2.170 0.579 -4.579
60 Cl 2.053 0.837 -2.063
61 C 0.237 3.818 2.010
62 C 1.086 3.673 3.115
63 C 1.826 2.499 3.264
64 C 1.704 1.475 2.315
65 N 0.855 1.625 1.247
66 C 0.145 2.769 1.091
67 C 2.463 0.202 2.391
68 C 3.395 -0.078 3.400
69 C 4.063 -1.302 3.393
70 C 3.793 -2.230 2.384
71 C 2.853 -1.908 1.406
72 N 2.217 -0.713 1.403
73 H -0.355 4.715 1.845
74 H 1.171 4.470 3.854
75 H 2.503 2.347 4.104
76 H -0.491 2.818 0.197
77 H 3.568 0.680 4.158
78 H 4.785 -1.520 4.175
79 H 4.292 -3.196 2.342
80 H 2.592 -2.596 0.595

As for the gap between HOMO and LUMO: 5.87 eV. The LUMO energy comes out at -4.09 eV. Its highest occupied orbital energy is -10.0 eV. The net charge is +1.

=====

The following is a quantum chemistry calculation of a molecular structure, C39H35F2N2O4P2PdS2, from OMol25.

Atoms and positions in Å:
1 Pd -1.657 -0.490 -1.100
2 F -0.385 4.462 0.212
3 C -1.170 3.641 -0.550
4 C -0.631 2.491 -1.026
5 C -1.406 1.553 -1.809
6 C -2.805 1.963 -2.015
7 C -3.245 3.165 -1.512
8 F -4.557 3.496 -1.677
9 C -2.483 4.058 -0.772
10 C -3.806 0.993 -2.502
11 C -4.721 1.252 -3.520
12 C -5.621 0.267 -3.879
13 C -5.585 -0.958 -3.227
14 C -4.641 -1.143 -2.232
15 N -3.794 -0.188 -1.862
16 H 0.421 2.322 -0.847
17 H -2.888 4.972 -0.374
18 H -4.705 2.210 -4.021
19 H -6.335 0.448 -4.673
20 H -6.256 -1.762 -3.492
21 H -4.529 -2.087 -1.713
22 C 2.591 2.194 4.856
23 S 4.048 1.418 4.139
24 C 3.486 1.271 2.429
25 C 2.387 0.241 2.215
26 C 1.753 0.445 0.845
27 N 0.822 -0.598 0.399
28 P 0.601 -0.903 -1.299
29 C 2.370 -1.533 -1.567
30 C 2.843 -1.671 -2.873
31 C 4.071 -2.251 -3.141
32 C 4.862 -2.722 -2.101
33 C 4.396 -2.624 -0.802
34 C 3.159 -2.045 -0.545
35 C 0.709 0.461 -2.539
36 C 1.863 1.184 -2.692
37 C 1.913 2.370 -3.443
38 C 0.761 2.826 -4.131
39 C -0.409 2.160 -4.009
40 C -0.599 1.026 -3.054
41 P -0.523 -1.260 1.252
42 C 0.347 -2.323 2.495
43 C 0.462 -2.111 3.863
44 C 1.176 -2.992 4.661
45 C 1.785 -4.105 4.102
46 C 1.657 -4.343 2.740
47 C 0.932 -3.466 1.949
48 C -1.311 -0.008 2.325
49 C -2.240 -0.491 3.250
50 C -2.993 0.377 4.022
51 C -2.843 1.751 3.876
52 C -1.939 2.242 2.948
53 C -1.182 1.368 2.181
54 H 2.819 2.429 5.894
55 H 1.723 1.537 4.839
56 H 2.348 3.121 4.337
57 H 4.372 1.018 1.843
58 H 3.155 2.258 2.092
59 H 1.627 0.361 2.984
60 H 2.785 -0.766 2.332
61 H 2.541 0.534 0.091
62 H 1.244 1.413 0.859
63 H 2.231 -1.333 -3.699
64 H 4.403 -2.344 -4.167
65 H 5.823 -3.177 -2.307
66 H 4.984 -3.012 0.021
67 H 2.796 -2.021 0.472
68 H 2.783 0.834 -2.241
69 H 2.846 2.909 -3.524
70 H 0.830 3.702 -4.764
71 H -1.290 2.494 -4.544
72 H -1.195 0.232 -3.530
73 H 0.007 -1.238 4.316
74 H 1.268 -2.799 5.723
75 H 2.348 -4.788 4.723
76 H 2.114 -5.215 2.289
77 H 0.824 -3.664 0.887
78 H -2.386 -1.559 3.361
79 H -3.709 -0.021 4.729
80 H -3.441 2.430 4.469
81 H -1.827 3.307 2.797
82 H -0.525 1.776 1.428
83 O -1.599 -2.113 -3.395
84 S -1.239 -3.046 -2.346
85 O -0.911 -4.379 -2.757
86 O -2.119 -2.949 -1.182
87 O 0.215 -2.484 -1.787

As for the gap between HOMO and LUMO (alpha / beta): 5.27 / 6.18 eV. The multiplicity is 3. The LUMO energy (alpha / beta) comes out at 2.32 / 1.61 eV. Its highest occupied orbital energy (alpha / beta) is -2.9 / -4.6 eV. The net charge is -1.

=====

Number 1: DFT total energy -73310.293 eV. Number 2: DFT total energy -101344.637 eV.